ORCA calculation (ωB97M-V/def2-TZVPD) on 12 unconnected molecules or ions with the total composition C36H96O36S12 at a distorted geometry.

Properties
Electronic energy, eV: -242609.261
Relative energy (zero: lowest compared OMol25 entry of this formula, charge and spin), kcal/mol: 220.6
Multiplicity: 1
Maximum force, eV/A: 5.50
Frontier orbital gap, Ha: 0.3638

Positions of all 180 atoms, in Å:
O 0.729877 -7.193896 -1.730621
S 1.406911 -6.241848 -2.680493
O 2.289416 -5.168677 -2.248450
O 2.465543 -7.144443 -3.570924
C 2.043675 -8.312160 -4.271668
C 3.040366 -8.663993 -5.290525
C 0.115176 -5.579418 -3.965969
H 1.062853 -8.170612 -4.725618
H 1.901807 -9.073577 -3.504714
H 4.086862 -8.611226 -4.990247
H 2.831255 -8.092126 -6.194603
H 2.695624 -9.630707 -5.657540
H 0.340545 -6.034551 -4.930421
H 0.111607 -4.496595 -4.090836
H -0.913759 -5.883672 -3.774080
O 3.375373 -1.997198 -4.656993
S 3.607405 -0.908357 -5.592226
O 3.775664 -1.206494 -6.982313
O 2.402167 0.254299 -5.489257
C 1.902174 0.553954 -4.262112
C 0.700436 1.567773 -4.340151
C 5.108588 0.038396 -5.000672
H 2.663218 0.792130 -3.519028
H 1.577825 -0.397127 -3.839794
H 1.088719 2.557153 -4.581939
H 0.303591 1.782306 -3.347884
H -0.023429 1.298663 -5.109378
H 4.967650 1.058488 -5.357936
H 5.977443 -0.442555 -5.449977
H 5.033576 -0.022778 -3.914972
O 0.008980 -5.674936 3.782805
S 0.561160 -4.665694 2.867141
O -0.180825 -3.491408 2.398985
O 2.124747 -4.317065 3.272830
C 2.777167 -3.301181 2.498891
C 4.092846 -3.023276 3.140577
C 0.934054 -5.717594 1.322060
H 2.213317 -2.370199 2.557650
H 2.792479 -3.549616 1.437687
H 4.458873 -2.049307 2.815746
H 4.870023 -3.726664 2.841658
H 4.048403 -2.976665 4.228675
H 1.588611 -6.545243 1.595296
H 1.469162 -5.022971 0.674561
H -0.015073 -5.918202 0.825047
O -5.588881 0.264595 3.122902
S -5.458638 1.630441 3.606416
O -4.114023 1.982235 4.096160
O -5.978759 2.739776 2.466703
C -5.196567 3.877116 2.255344
C -5.450411 4.896087 3.389706
C -6.739414 1.994484 5.023582
H -5.553365 4.309234 1.320433
H -4.150195 3.655213 2.045648
H -4.683574 5.669108 3.339723
H -5.344023 4.404316 4.356632
H -6.260350 5.559813 3.087119
H -6.809641 1.181766 5.746540
H -7.591857 2.259051 4.397932
H -6.329717 2.805913 5.625099
O -0.518564 5.485516 0.453614
S -1.290866 5.104714 -0.731947
O -2.356155 4.110307 -0.725238
O -1.884501 6.488209 -1.384861
C -3.063262 6.336812 -2.214143
C -3.509138 7.804129 -2.476672
C -0.142189 4.705504 -2.202629
H -3.825292 5.752056 -1.698904
H -2.846735 5.702269 -3.073538
H -2.734461 8.309081 -3.053730
H -3.685199 8.117217 -1.447560
H -4.374341 7.935430 -3.126518
H 0.609937 4.002195 -1.845181
H 0.430612 5.584537 -2.498059
H -0.833216 4.403812 -2.989749
O 4.335917 2.063550 -1.685318
S 4.382629 2.605765 -0.333668
O 5.558325 2.854714 0.396693
O 3.260099 3.857097 -0.306890
C 3.499329 5.025967 0.465617
C 3.963406 6.058556 -0.590055
C 3.526155 1.408802 0.821864
H 4.305772 5.071850 1.197498
H 2.504182 5.246704 0.851683
H 3.253746 6.303697 -1.380230
H 4.958360 5.926062 -1.015029
H 4.025629 7.009173 -0.060405
H 2.973757 1.941554 1.595901
H 4.248577 0.656367 1.138185
H 2.657119 0.890596 0.416498
O 3.861678 -1.848500 7.239187
S 3.325830 -0.658394 6.587194
O 4.297018 0.335563 6.045885
O 2.253357 -1.081661 5.392750
C 1.864896 -0.124487 4.432745
C 0.481995 -0.473926 3.928275
C 2.078518 0.077531 7.782771
H 2.455895 -0.115281 3.516917
H 1.943352 0.844670 4.925367
H 0.178846 0.179234 3.110004
H -0.231292 -0.153411 4.687613
H 0.452156 -1.545421 3.730473
H 2.452565 0.421254 8.747155
H 1.251098 -0.631651 7.805683
H 1.695855 0.971952 7.291143
O -2.626732 -5.884790 -0.645166
S -3.416239 -5.013660 -1.442757
O -2.798380 -4.282513 -2.577122
O -4.817286 -5.754588 -1.888813
C -5.772888 -5.180773 -2.720796
C -7.117439 -4.966936 -1.930343
C -4.110276 -3.823529 -0.199520
H -5.886578 -5.799428 -3.610988
H -5.424553 -4.200357 -3.045688
H -7.982912 -4.712176 -2.542042
H -6.894690 -4.238654 -1.150537
H -7.321986 -5.808831 -1.268924
H -4.833695 -3.104185 -0.583340
H -3.183368 -3.457327 0.241888
H -4.633351 -4.400557 0.563062
O 1.150899 3.507553 2.671000
S 0.400674 3.771565 3.900574
O 0.606378 2.923501 5.066614
O 0.734008 5.313053 4.408670
C 0.106724 5.744305 5.633327
C 0.240129 7.248320 5.847851
C -1.433014 3.842321 3.588729
H 0.442107 5.016878 6.372553
H -0.970612 5.743607 5.467704
H -0.210100 7.454964 6.818782
H -0.238619 7.828790 5.059198
H 1.264981 7.609366 5.933912
H -1.327102 4.341737 2.625680
H -2.069846 4.288443 4.352617
H -1.738109 2.804304 3.456324
O 6.468262 -4.369567 -1.899798
S 6.338326 -3.246813 -0.959192
O 6.617720 -3.240264 0.485703
O 7.106107 -1.958348 -1.673582
C 7.936653 -1.097642 -0.872515
C 8.586605 -0.271447 -1.930025
C 4.666630 -2.523664 -1.146821
H 8.665732 -1.687287 -0.316758
H 7.333414 -0.468818 -0.217715
H 9.463043 -0.797088 -2.309044
H 8.915823 0.666882 -1.483652
H 7.920273 -0.012904 -2.752985
H 4.826342 -1.496365 -0.819346
H 4.198634 -3.190459 -0.422622
H 4.406219 -2.584674 -2.203498
O 0.535013 0.113710 -1.393690
S 0.600785 -1.053669 -0.470119
O 1.872851 -1.467646 0.175787
O -0.625538 -0.947992 0.632189
C -1.770418 -0.163622 0.281523
C -1.736931 1.091328 1.108667
C 0.005852 -2.507055 -1.487404
H -2.695070 -0.624121 0.629466
H -1.769579 0.112079 -0.773028
H -1.926163 0.874081 2.159902
H -2.520275 1.801298 0.843303
H -0.845880 1.717042 1.057581
H -0.966658 -2.361731 -1.957741
H 0.112063 -3.368307 -0.827810
H 0.828538 -2.683808 -2.180256
O -4.120931 -0.384893 -1.608136
S -4.854435 -0.774097 -2.808467
O -5.766554 -1.888733 -2.586853
O -5.630349 0.541876 -3.377366
C -6.770647 0.946157 -2.745838
C -6.475090 1.918332 -1.638298
C -3.666004 -0.967792 -4.265706
H -7.289951 0.093224 -2.308886
H -7.484414 1.399823 -3.433466
H -5.905623 1.517414 -0.799806
H -7.421145 2.340093 -1.298866
H -5.880200 2.777962 -1.946907
H -3.016450 -0.092719 -4.286199
H -4.205042 -1.036966 -5.210555
H -3.153734 -1.923203 -4.152209

Atomic forces in eV per Å
1.582 2.902 -2.526
-0.285 -1.903 0.516
-1.723 -1.015 -0.124
-1.065 1.895 0.421
-1.025 -0.126 1.695
-0.444 -0.359 -1.598
0.483 -0.793 0.210
-0.105 0.170 -0.115
0.120 -0.267 -0.084
-0.249 -0.204 -0.003
0.605 0.648 0.095
0.705 -0.591 0.265
0.501 0.031 0.088
0.597 -0.090 0.461
0.281 -0.184 0.819
-0.285 1.321 -0.705
0.747 0.477 0.838
-0.494 0.416 0.387
2.471 -1.335 -3.134
-2.157 -0.498 3.103
1.926 0.184 0.099
-1.892 -0.506 -0.390
0.225 1.019 -0.162
-0.771 -0.034 0.183
0.229 0.044 -0.570
-0.367 -0.850 -0.008
-0.087 -0.194 0.330
0.169 -0.089 0.046
-0.157 -0.038 0.237
0.419 0.084 -0.089
1.046 2.712 -0.494
0.209 -3.167 -2.577
1.114 -1.171 1.367
-2.215 -0.543 0.306
-0.608 1.218 0.252
1.291 -0.049 -0.185
-0.070 2.175 0.987
-0.410 -0.172 -0.002
0.308 -0.290 0.079
-0.063 0.116 -0.132
-0.052 -0.176 0.140
-0.290 -0.148 -0.062
-0.494 -0.017 0.029
0.165 -0.148 -0.142
0.068 -0.468 0.351
-0.668 2.137 0.084
1.139 -0.574 1.724
-2.032 0.255 -0.960
-0.118 -2.939 1.153
0.384 1.914 0.082
1.513 0.499 -1.540
1.627 -0.030 -1.555
-0.204 -0.150 -0.066
0.072 -0.278 0.512
0.731 -0.233 0.154
-0.739 0.443 0.011
-0.975 -0.786 0.949
-0.247 -0.481 -0.798
-0.297 -0.130 0.742
-0.061 0.360 -0.596
-1.604 -0.728 -1.859
1.470 0.525 -1.466
1.170 1.039 0.558
-0.038 -1.114 0.948
-0.654 0.381 -0.430
0.430 -1.576 -0.253
-0.525 0.478 1.771
-0.024 0.343 0.386
0.355 0.424 -0.400
0.311 0.289 0.734
0.036 0.981 -0.427
-0.372 -0.510 0.417
-0.442 -0.527 -0.202
-0.443 0.283 0.236
0.354 -0.361 0.116
0.498 1.183 1.394
-4.846 -2.593 0.290
1.825 1.522 -0.083
2.026 -2.844 -0.016
0.328 1.770 -2.209
-0.515 1.503 0.975
-0.912 0.453 -1.005
-0.312 -1.145 0.357
0.328 0.290 0.403
-0.138 -0.651 -0.105
-0.102 -0.615 0.096
0.189 0.295 0.186
1.023 0.459 0.511
0.060 0.406 0.204
0.430 -0.073 -1.027
-1.141 1.370 -1.450
1.167 1.027 0.192
-2.613 -2.045 1.180
1.717 -1.169 1.823
-0.327 1.297 -0.894
-0.350 0.837 1.298
0.291 0.362 -1.602
0.991 -0.211 0.413
-0.265 0.245 -0.511
0.491 -0.440 -0.525
-0.279 -0.663 0.339
-0.446 0.256 -0.302
0.413 -0.675 -0.155
0.334 -0.152 0.341
0.031 0.051 -0.236
-0.074 -0.813 -0.678
-1.661 2.966 -0.266
-1.368 -1.487 1.706
2.709 -1.052 1.355
-1.807 1.486 -0.575
1.608 -0.474 0.580
0.482 -0.969 -0.592
-0.076 -0.165 0.135
-0.047 0.024 -0.172
0.269 0.082 0.051
-0.285 0.727 -0.420
-0.213 -0.617 -0.626
0.608 0.194 -0.358
-0.260 0.605 -0.001
0.225 -0.375 -0.166
-1.448 0.848 1.974
-0.078 0.046 1.502
0.008 0.543 -1.110
0.079 -0.951 -1.644
-0.814 0.257 -0.825
1.376 -0.200 0.512
1.962 -0.443 -0.909
-0.197 0.660 0.527
-0.237 -1.087 0.266
-0.276 0.129 -0.098
-0.155 -0.244 0.061
0.149 -0.164 -0.110
-1.026 0.267 -0.067
0.572 0.232 -0.091
0.105 0.030 -0.067
0.318 1.673 2.340
-0.902 1.215 -1.268
0.191 -0.606 -2.362
-0.248 -1.951 0.939
-0.361 -0.139 -0.582
1.074 0.881 0.063
2.029 -1.033 0.477
-0.183 0.116 0.176
-0.140 -0.257 0.211
-0.075 0.110 -0.255
0.211 0.088 -0.075
-0.102 -0.176 0.143
-0.506 -0.158 0.204
-1.067 0.501 -0.379
-0.357 -0.224 0.286
0.483 -1.839 2.319
-0.508 -0.671 -1.687
-3.122 1.385 -0.958
2.135 -0.702 -0.855
-0.173 1.693 0.346
-0.161 1.323 0.729
1.624 0.549 1.169
0.306 -0.911 -0.637
-0.166 -0.494 0.047
0.154 -0.233 0.102
-0.371 -0.234 -0.367
0.444 -0.398 -0.232
0.165 0.101 0.294
-0.692 0.036 0.219
-0.131 0.384 -0.437
-0.449 -0.247 -1.692
0.794 0.227 0.840
0.691 1.140 -1.149
2.453 -1.922 -1.599
-2.086 0.547 2.046
0.110 1.003 0.542
-1.226 -0.157 0.719
-0.095 -0.220 -0.079
0.395 -0.081 -0.477
-0.302 -0.401 -0.004
-0.042 -0.126 0.307
0.025 0.002 -0.508
-0.021 -0.192 0.323
-0.392 0.192 0.271
0.148 0.183 0.490

Mulliken population analysis, charges in e, atoms 1 to 5: -0.6955, 1.1785, -0.5070, -0.2122, -0.2283